(1)
The following is a DFT calculation (wB97M-V/def2-TZVPD) of a structure of composition C19H31BN8O2Ta at a distorted geometry.

XYZ file:
```
62
Properties=species:S:1:pos:R:3:lowdin_charge:R:1
Ta 0.224 0.089 -0.138 2.06
C 1.191 3.749 3.444 -0.03
C 1.834 2.494 2.768 -0.31
C 3.383 2.588 2.914 -0.02
C 1.263 2.602 1.341 -0.23
C 1.494 3.523 0.278 0.07
C 0.536 3.215 -0.719 0.01
N -0.332 2.244 -0.234 -0.12
N 0.153 1.872 1.126 0.03
B -1.742 1.725 -0.778 -0.44
N -1.378 0.831 -1.999 -0.01
C -1.490 1.042 -3.313 0.05
C -0.908 -0.038 -4.071 0.09
C -0.372 -0.899 -3.111 -0.22
N -0.633 -0.415 -1.852 -0.10
C 0.306 -2.242 -3.385 -0.34
C 0.053 -3.199 -2.182 -0.03
C -0.210 -2.832 -4.707 -0.04
N -2.302 0.764 0.423 -0.01
C -3.584 0.371 0.604 0.01
C -3.693 -0.827 1.303 0.07
C -2.373 -1.308 1.443 -0.13
N -1.504 -0.365 0.866 -0.10
C -1.948 -2.498 2.284 -0.35
C -2.683 -2.594 3.623 -0.03
C -0.433 -2.550 2.461 -0.06
H 1.544 3.969 4.457 0.11
H 0.079 3.735 3.442 0.10
H 1.517 4.600 2.830 0.09
H 1.402 1.572 3.192 0.14
H 3.686 3.425 2.278 0.08
H 4.033 1.766 2.647 0.08
H 3.682 2.871 3.918 0.10
H 2.217 4.356 0.285 0.16
H 0.275 3.796 -1.609 0.16
H -2.536 2.541 -1.120 0.14
H -2.073 1.839 -3.714 0.15
H -0.977 -0.159 -5.158 0.15
H 1.399 -1.997 -3.481 0.15
H -0.951 -3.628 -2.227 0.10
H 0.187 -2.718 -1.204 0.03
H 0.714 -4.075 -2.254 0.11
H -1.323 -2.857 -4.725 0.11
H 0.173 -3.822 -4.951 0.10
H 0.169 -2.154 -5.506 0.10
H -4.363 1.112 0.357 0.17
H -4.631 -1.335 1.630 0.16
H -2.281 -3.400 1.761 0.16
H -2.440 -1.792 4.280 0.08
H -2.310 -3.497 4.168 0.12
H -3.762 -2.715 3.499 0.09
H -0.067 -1.773 3.131 0.09
H 0.109 -2.607 1.502 0.05
H -0.141 -3.480 2.974 0.11
N 1.983 0.726 -1.642 -0.02
N 2.787 -0.521 -1.563 0.04
C 3.128 -0.888 -0.178 -0.50
O 4.123 -1.452 0.191 0.23
O 1.962 -0.608 0.532 -0.21
H 1.660 0.792 -2.621 0.13
H 2.557 1.549 -1.330 0.14
H 3.617 -0.512 -2.179 0.17
```

Properties
ΔE to the lowest compared entry with this formula, charge and spin ... 0.0 kcal per mole
Net charge ... +3
HOMO level ... -19.04 eV

---

(2)
The following is a DFT calculation (wB97M-V/def2-TZVPD) of a structure of composition C78H161InN8O14 at a distorted geometry.

XYZ file:
```
262
Properties=species:S:1:pos:R:3:lowdin_charge:R:1
In -10.179 6.526 6.380 1.46
C -11.935 8.238 10.619 0.02
C -11.794 7.655 9.229 -0.76
O -11.450 6.479 9.097 -0.03
O -11.744 8.398 8.247 -0.02
H -12.837 8.849 10.654 0.08
H -11.041 8.815 10.852 0.08
H -12.008 7.559 11.469 0.06
C -7.565 2.267 6.984 0.03
C -8.134 3.715 6.866 -0.64
O -7.645 4.561 6.054 -0.02
O -9.200 4.000 7.491 -0.07
H -7.822 1.734 7.900 0.05
H -6.478 2.257 7.065 0.08
H -7.701 1.654 6.093 0.07
C -7.926 9.378 2.751 0.02
C -8.641 8.512 3.790 -0.68
O -9.756 8.775 4.296 -0.05
O -8.071 7.408 4.097 -0.02
H -7.458 10.278 3.150 0.08
H -8.679 9.673 2.020 0.08
H -7.196 8.851 2.136 0.08
C -15.138 11.155 7.889 -0.02
C -14.555 12.613 8.048 -0.45
C -13.550 12.603 9.261 -0.11
C -12.192 11.988 8.850 -0.19
C -11.577 12.738 7.647 -0.10
C -12.535 12.688 6.308 -0.45
N -13.945 12.992 6.727 -0.16
O -14.762 12.924 5.711 0.00
C -12.069 13.762 5.338 -0.06
C -12.213 11.368 5.631 -0.04
C -15.646 13.556 8.428 -0.05
H -15.731 11.125 6.975 0.07
H -15.812 10.829 8.681 0.07
H -14.382 10.370 7.878 0.07
H -13.332 13.603 9.635 0.11
H -13.831 11.966 10.100 0.11
H -12.336 10.952 8.541 0.07
H -11.316 11.856 9.485 0.10
H -10.582 12.386 7.376 0.08
H -11.597 13.798 7.900 0.11
H -12.653 13.754 4.418 0.08
H -12.329 14.758 5.698 0.08
H -10.988 13.724 5.205 0.09
H -11.415 11.328 4.890 0.08
H -12.029 10.566 6.346 0.07
H -13.056 11.002 5.045 0.07
H -16.415 13.522 7.656 0.08
H -15.324 14.596 8.373 0.09
H -16.071 13.435 9.424 0.08
H -14.614 13.785 5.314 0.11
C -7.777 14.729 16.228 -0.04
C -8.256 14.907 14.759 -0.48
C -7.573 13.776 13.959 -0.15
C -8.170 12.383 14.088 -0.17
C -9.704 12.488 13.697 -0.11
C -10.401 13.487 14.759 -0.39
N -9.734 14.811 14.712 -0.14
O -10.362 15.793 15.414 -0.01
C -11.850 13.657 14.170 -0.04
C -10.430 12.693 16.197 0.00
C -7.703 16.207 14.203 -0.05
H -8.279 15.310 17.002 0.08
H -6.746 15.076 16.300 0.08
H -7.740 13.685 16.539 0.06
H -7.498 14.063 12.910 0.12
H -6.565 13.641 14.350 0.12
H -8.060 11.991 15.099 0.09
H -7.710 11.661 13.413 0.08
H -10.199 11.520 13.773 0.09
H -9.850 12.830 12.672 0.10
H -12.381 14.542 14.521 0.07
H -11.860 13.874 13.102 0.07
H -12.457 12.785 14.416 0.07
H -10.684 11.634 16.142 0.06
H -9.455 12.706 16.683 0.04
H -10.989 13.295 16.913 0.08
H -6.615 16.245 14.244 0.09
H -8.132 17.066 14.720 0.08
H -7.924 16.363 13.147 0.08
H -10.817 16.380 14.807 0.11
C -15.293 2.951 11.934 -0.02
C -15.217 3.587 10.559 -0.50
C -16.320 3.167 9.608 -0.14
C -17.678 3.826 9.877 -0.17
C -17.508 5.331 9.870 -0.11
C -16.274 5.873 10.744 -0.44
N -15.099 5.019 10.549 -0.15
O -13.993 5.558 11.071 0.00
C -15.908 7.253 10.219 -0.04
C -16.718 5.985 12.261 0.00
C -13.887 2.966 9.927 -0.01
H -16.228 3.264 12.397 0.06
H -14.589 3.297 12.691 0.08
H -15.269 1.861 11.909 0.09
H -15.918 3.422 8.627 0.10
H -16.427 2.082 9.605 0.12
H -17.932 3.503 10.887 0.11
H -18.367 3.498 9.100 0.11
H -18.360 5.695 10.443 0.11
H -17.471 5.755 8.866 0.11
H -15.083 7.756 10.724 0.07
H -15.524 7.231 9.199 0.07
H -16.777 7.911 10.221 0.09
H -15.867 6.393 12.807 0.07
H -17.575 6.658 12.288 0.07
H -17.059 5.038 12.679 0.06
H -13.087 3.271 10.600 0.07
H -13.665 3.331 8.924 0.07
H -13.967 1.879 9.913 0.07
H -13.541 5.810 10.262 0.09
C -12.532 7.115 2.469 -0.02
C -13.884 6.978 3.199 -0.46
C -14.779 5.896 2.426 -0.10
C -16.045 5.298 3.139 -0.16
C -15.562 4.794 4.490 -0.17
C -14.838 5.818 5.345 -0.46
N -13.728 6.522 4.617 -0.07
O -13.091 7.506 5.463 -0.07
C -15.922 6.854 5.911 0.00
C -14.149 5.074 6.489 -0.04
C -14.595 8.302 3.060 -0.05
H -12.165 6.120 2.219 0.08
H -11.779 7.583 3.103 0.06
H -12.579 7.697 1.548 0.09
H -15.274 6.395 1.593 0.10
H -14.216 5.130 1.892 0.11
H -16.456 4.527 2.488 0.11
H -16.889 5.973 3.281 0.10
H -14.899 3.965 4.239 0.12
H -16.294 4.313 5.138 0.12
H -16.830 6.392 6.300 0.08
H -15.358 7.484 6.599 0.07
H -16.368 7.507 5.162 0.06
H -14.904 4.586 7.105 0.06
H -13.486 4.239 6.265 0.09
H -13.631 5.694 7.220 0.07
H -15.502 8.392 3.659 0.07
H -14.808 8.532 2.015 0.09
H -14.026 9.168 3.399 0.08
H -13.789 8.165 5.484 0.07
C -10.130 5.400 12.617 -0.02
C -10.322 5.973 14.061 -0.44
C -9.432 7.253 14.078 -0.15
C -9.793 8.143 15.205 -0.23
C -11.233 8.435 15.225 -0.16
C -12.191 7.231 15.292 -0.47
N -11.782 6.267 14.238 -0.11
O -12.645 5.192 14.086 -0.01
C -12.152 6.670 16.705 -0.04
C -13.666 7.585 14.899 -0.03
C -9.661 5.010 15.050 -0.03
H -10.311 6.084 11.788 0.05
H -10.839 4.601 12.404 0.07
H -9.137 4.980 12.452 0.08
H -8.374 6.993 14.101 0.12
H -9.548 7.924 13.227 0.10
H -9.342 9.124 15.056 0.11
H -9.526 7.705 16.167 0.12
H -11.458 9.109 14.398 0.12
H -11.337 8.946 16.182 0.12
H -12.819 7.183 17.398 0.09
H -12.672 5.712 16.744 0.08
H -11.198 6.410 17.163 0.07
H -14.377 6.818 15.206 0.08
H -14.024 8.514 15.343 0.07
H -13.693 7.732 13.819 0.07
H -9.711 5.378 16.075 0.06
H -8.625 4.775 14.803 0.08
H -10.157 4.042 15.128 0.09
H -12.846 5.246 13.149 0.07
C -5.630 7.605 9.483 -0.02
C -7.123 8.009 9.434 -0.48
C -7.445 8.861 10.691 -0.12
C -7.037 10.330 10.481 -0.17
C -7.710 10.904 9.206 -0.11
C -7.409 10.106 7.878 -0.44
N -7.550 8.648 8.173 -0.09
O -7.309 7.895 7.035 -0.05
C -8.546 10.561 6.925 -0.03
C -6.001 10.391 7.304 -0.01
C -7.940 6.741 9.704 -0.03
H -5.378 6.932 8.664 0.09
H -5.251 7.190 10.416 0.09
H -5.107 8.556 9.377 0.06
H -8.461 8.700 11.051 0.10
H -6.768 8.712 11.532 0.12
H -5.963 10.466 10.350 0.10
H -7.246 10.942 11.358 0.09
H -7.549 11.974 9.072 0.12
H -8.778 10.825 9.406 0.10
H -8.461 10.257 5.882 0.06
H -9.550 10.266 7.231 0.08
H -8.575 11.646 6.829 0.08
H -5.798 9.876 6.365 0.08
H -5.951 11.438 7.005 0.09
H -5.221 10.326 8.062 0.07
H -7.562 6.267 10.610 0.09
H -7.862 6.126 8.808 0.07
H -9.005 6.946 9.818 0.06
H -6.406 8.075 6.764 0.09
C -19.964 10.460 13.549 -0.03
C -19.026 10.958 14.642 -0.49
C -18.321 9.723 15.221 -0.13
C -17.088 9.189 14.352 -0.16
C -16.073 10.345 14.135 -0.12
C -16.809 11.549 13.429 -0.46
N -18.009 11.962 14.239 -0.09
O -18.550 13.159 13.712 -0.01
C -15.751 12.658 13.494 -0.05
C -17.100 11.232 11.961 -0.03
C -19.836 11.505 15.889 -0.04
H -19.496 9.861 12.768 0.07
H -20.464 11.296 13.059 0.08
H -20.781 9.942 14.052 0.08
H -18.013 9.796 16.264 0.11
H -19.058 8.926 15.319 0.11
H -17.533 8.810 13.431 0.07
H -16.683 8.252 14.733 0.09
H -15.241 9.928 13.568 0.10
H -15.722 10.549 15.147 0.12
H -15.988 13.512 12.860 0.08
H -15.673 12.957 14.539 0.09
H -14.761 12.365 13.143 0.07
H -16.205 11.255 11.340 0.06
H -17.487 10.242 11.722 0.06
H -17.797 11.874 11.421 0.09
H -20.586 10.787 16.220 0.08
H -20.354 12.457 15.769 0.07
H -19.225 11.761 16.755 0.08
H -18.761 13.667 14.498 0.10
C -10.059 0.053 4.989 -0.03
C -10.431 -0.530 6.378 -0.50
C -9.322 -1.578 6.746 -0.15
C -9.194 -1.873 8.173 -0.20
C -9.175 -0.646 9.063 -0.13
C -10.424 0.222 8.810 -0.47
N -10.588 0.537 7.362 -0.12
O -11.482 1.492 7.037 0.01
C -11.679 -0.480 9.414 -0.01
C -10.198 1.467 9.609 -0.05
C -11.690 -1.298 6.164 -0.05
H -9.678 -0.748 4.355 0.08
H -9.276 0.810 5.023 0.06
H -10.910 0.534 4.506 0.08
H -9.361 -2.492 6.154 0.12
H -8.368 -1.317 6.289 0.11
H -8.215 -2.316 8.356 0.12
H -10.012 -2.484 8.554 0.11
H -8.288 -0.072 8.794 0.11
H -9.160 -0.961 10.107 0.13
H -11.493 -0.985 10.362 0.08
H -12.522 0.192 9.579 0.06
H -11.971 -1.359 8.840 0.05
H -9.315 2.043 9.331 0.06
H -11.023 2.179 9.569 0.07
H -9.978 1.305 10.664 0.10
H -11.835 -1.976 7.004 0.07
H -11.506 -2.053 5.400 0.09
H -12.510 -0.626 5.911 0.10
H -10.978 2.308 6.990 0.09
```

Properties
HOMO level ... -7.73 eV

---

Number 1: lowest unoccupied orbital energy -11.983 eV. Number 2: lowest unoccupied orbital energy -5.083 eV.